Formula: C8H17N2O4
Source: the Open Molecules 2025 dataset
Level of theory: ωB97M-V with the def2-TZVPD basis set

Positions of all 31 atoms, in Å:
C -0.310 -2.032 0.848
C -0.767 -1.863 -2.288
C 0.825 -1.487 -2.243
C 0.120 -0.913 -0.108
C 2.420 0.908 0.980
C -1.427 1.614 2.203
C 1.077 1.366 0.351
C -1.348 0.855 0.850
N -1.314 -1.154 -1.174
N 0.052 0.356 0.713
O -0.567 -1.773 1.992
O 1.202 -1.119 -0.905
O 1.031 1.457 -1.047
O -1.904 1.463 -0.344
H -0.540 -2.926 0.376
H -1.109 -1.496 -3.224
H -0.873 -2.946 -2.147
H 1.348 -2.429 -2.607
H 1.100 -0.756 -3.001
H 2.417 -0.220 0.674
H 2.272 0.952 2.030
H 3.344 1.426 0.743
H -0.818 2.454 2.315
H -1.152 0.834 2.794
H -2.504 1.876 2.156
H 0.667 2.350 0.809
H -2.085 -0.078 0.995
H -1.732 -0.257 -1.501
H 0.220 0.034 1.595
H 1.880 1.157 -1.439
H -1.523 2.348 -0.396

Calculated values
E_HOMO: -13.4125 eV
Molecular weight: 205.2 Da
Spin multiplicity: 1
DFT total energy: -19731.57361 eV
Charge: +1
Gap between HOMO and LUMO: 10.150 eV

Löwdin population analysis, charges in e, atoms 1 to 4:
1 C -0.11
2 C -0.16
3 C -0.09
4 C -0.26